2 unconnected molecules or ions with the total composition Cl2H3PSi at a distorted geometry, computed with ωB97M-V/def2-TZVPD.

Last column: Löwdin charge in e.
Geometry (Å):
Si  0.6796  0.0283  -0.4273  -0.6326
P  -0.6989  0.2269  1.3853  0.5303
Cl  1.9771  -1.5113  -0.2504  0.1820
Cl  1.8733  1.5928  -0.4355  0.2601
H  -0.5731  -0.6858  -2.6055  0.0153
H  -1.7159  -0.7698  1.4570  -0.1397
H  -1.5422  1.1188  0.8764  -0.2154

Results
**LUMO energy (alpha / beta)**: -1.269 / -0.917 eV
**Multiplicity**: 1
**Energy**: -42258.769 eV



6 unconnected molecules or ions with the total composition C27H47BrN9O3, computed with ωB97M-V/def2-TZVPD.

Last column: Löwdin charge in e.
Geometry (Å):
C  0.2923  -0.7504  0.0095  -0.0624
O  -1.0219  -0.9122  0.5424  -0.1408
C  -2.0652  -0.8006  -0.3872  -0.1282
C  -2.5355  0.6172  -0.3986  -0.1612
N  -1.8496  1.5946  -1.0200  0.2656
C  -2.5513  2.7628  -0.8202  -0.4276
O  -2.1727  3.9137  -1.3328  -0.0079
N  -0.6707  4.3155  -0.9745  0.1417
O  -0.5137  4.3486  0.1334  0.2113
N  -3.6144  2.5399  -0.1310  0.2572
N  -3.5880  1.1991  0.1162  -0.0359
C  -4.7023  0.5566  0.8169  -0.0808
C  -5.9585  0.6373  -0.0451  -0.2546
C  -5.7025  0.1343  -1.4524  -0.6329
Br  -7.1198  0.6901  -2.6438  0.6923
H  0.7787  -1.7165  -0.0824  0.1035
H  0.8667  -0.1112  0.6701  0.0622
H  0.2911  -0.2814  -0.9754  0.0787
H  -2.8492  -1.4918  -0.1008  0.1376
H  -1.7570  -1.0458  -1.4026  0.1102
H  -0.9979  1.4597  -1.5432  0.1744
H  -4.4106  -0.4700  1.0020  0.1279
H  -4.8237  1.0688  1.7640  0.1397
H  -6.7132  0.0157  0.4268  0.1230
H  -6.3147  1.6621  -0.0498  0.1020
H  -4.7951  0.5310  -1.8942  0.0249
H  -5.6565  -0.9491  -1.4768  0.0679
C  -4.4907  6.0895  -6.3191  -0.1010
C  -3.9414  5.7725  -4.9339  -0.2535
C  -3.8911  4.2671  -4.6455  -0.1969
C  -5.2243  3.6639  -4.7025  -0.2427
N  -6.2890  3.2360  -4.7517  0.1512
H  -5.5201  5.7464  -6.4255  0.0745
H  -4.4812  7.1638  -6.4964  0.0768
H  -3.8917  5.6153  -7.0987  0.0785
H  -4.5524  6.2618  -4.1738  0.1150
H  -2.9308  6.1734  -4.8380  0.1087
H  -3.4750  4.0832  -3.6523  0.0905
H  -3.2554  3.7630  -5.3773  0.1097
C  -1.1140  0.0139  -6.2947  -0.1012
C  -2.5760  0.4427  -6.2913  -0.2440
C  -3.1424  0.6197  -4.8770  -0.1951
C  -3.0885  -0.6321  -4.1172  -0.2304
N  -3.0502  -1.6458  -3.5760  0.1708
H  -0.9832  -0.9584  -5.8177  0.0728
H  -0.7426  -0.0692  -7.3145  0.0789
H  -0.4879  0.7399  -5.7704  0.0745
H  -3.1787  -0.2915  -6.8265  0.1205
H  -2.6840  1.3899  -6.8217  0.1075
H  -4.1849  0.9439  -4.9128  0.1061
H  -2.5733  1.3799  -4.3345  0.1014
C  2.2363  0.6622  3.8699  -0.0991
C  3.7562  0.6790  3.7673  -0.2531
C  4.2746  1.6964  2.7443  -0.1825
C  3.7895  1.4050  1.3948  -0.2346
N  3.4250  1.1769  0.3296  0.1375
H  1.7765  0.3654  2.9246  0.0506
H  1.9165  -0.0489  4.6308  0.0656
H  1.8479  1.6443  4.1462  0.0800
H  4.1115  -0.3182  3.5007  0.1071
H  4.1798  0.9188  4.7428  0.1126
H  5.3644  1.6921  2.7137  0.1222
H  3.9539  2.7048  3.0107  0.1224
C  3.8006  -3.5409  5.3898  -0.1115
C  3.2198  -4.0801  6.6905  -0.2545
C  2.1347  -3.1699  7.2767  -0.1899
C  2.6648  -1.8397  7.5794  -0.2456
N  3.1000  -0.8035  7.8109  0.1449
H  4.2883  -2.5763  5.5453  0.0640
H  4.5462  -4.2285  4.9913  0.0569
H  3.0238  -3.4152  4.6324  0.0766
H  4.0173  -4.2053  7.4243  0.1142
H  2.7889  -5.0669  6.5180  0.1115
H  1.7302  -3.5909  8.1973  0.1187
H  1.3096  -3.0565  6.5713  0.1172
C  6.7432  -3.6328  1.1908  -0.1096
C  7.3855  -4.1742  2.4622  -0.2603
C  7.2843  -5.6995  2.5797  -0.1891
C  5.8904  -6.1433  2.6088  -0.2449
N  4.7896  -6.4687  2.6327  0.1456
H  5.6741  -3.8488  1.1645  0.0681
H  6.8649  -2.5514  1.1297  0.0693
H  7.1994  -4.0719  0.3021  0.0781
H  6.9170  -3.7152  3.3352  0.1020
H  8.4408  -3.8992  2.4864  0.1091
H  7.7691  -6.0482  3.4917  0.1183
H  7.7777  -6.1831  1.7353  0.1218

Results
**LUMO energy**: -4.780 eV
**Multiplicity**: 1
**Energy**: -118346.728 eV
**Net charge**: +1



11 unconnected molecules or ions with the total composition C51H60O19 at a distorted geometry, computed with ωB97M-V/def2-TZVPD.

Last column: Löwdin charge in e.
Geometry (Å):
C  -4.5629  -0.5460  1.1044  -0.0106
O  -5.9069  -0.6590  0.2534  -0.1140
H  -4.8069  0.0200  1.8484  -0.0174
H  -3.6899  -0.0480  0.4444  0.0940
H  -4.0119  -1.5060  1.4144  0.0920
H  -5.9239  -1.3260  -0.3536  -0.0690
C  2.7451  -1.4370  -4.0996  -0.1646
O  1.9781  -0.4280  -3.5086  -0.0998
H  3.6401  -1.9150  -3.4276  0.1357
H  3.1651  -1.4320  -5.0576  0.0515
H  2.0621  -2.1590  -4.3716  0.0456
H  1.2721  -0.9000  -3.1006  0.0320
C  -2.1459  6.0200  2.3204  -0.2529
O  -2.6609  5.7010  1.1034  -0.1943
H  -2.2999  7.1930  2.4254  0.1219
H  -1.0449  5.8850  2.3234  0.0590
H  -2.4679  5.2620  3.0484  0.0680
H  -1.9669  5.0700  0.4954  0.1721
C  3.1951  3.4260  -2.6016  -0.0258
C  1.8101  3.1720  -2.4326  -0.0060
C  0.9501  4.3690  -2.5346  -0.2227
C  1.5121  5.5540  -2.8556  -0.0464
C  2.9501  5.7760  -3.1026  -0.0044
C  3.8541  4.6910  -2.9306  -0.3788
O  5.1331  4.6250  -3.0866  0.1104
O  -0.4929  4.2720  -2.2846  0.0699
H  3.9771  2.4480  -2.4806  0.1739
H  1.4271  2.2340  -2.2496  0.0669
H  0.8251  6.5040  -3.1586  0.1638
H  3.1141  6.6830  -3.7346  0.1123
H  5.5131  5.3370  -2.7186  0.0585
H  -0.8389  3.5200  -2.3776  -0.0738
C  -1.8739  -0.9040  -6.4266  -0.0477
C  -0.7189  -0.1870  -5.9436  0.0030
C  -0.8949  0.9080  -5.0926  -0.3510
C  -2.1669  1.2760  -4.7296  -0.0335
C  -3.2309  0.7130  -5.3486  -0.0054
C  -3.1399  -0.4280  -6.1956  -0.3562
O  -4.1849  -0.9670  -6.8226  0.1485
O  0.1751  1.6230  -4.6976  0.0516
H  -1.8339  -1.9370  -6.8666  0.1366
H  0.3281  -0.5520  -6.4056  0.1634
H  -2.2939  1.9740  -3.9056  0.1234
H  -4.1469  1.1730  -5.0766  0.1154
H  -4.1919  -1.6560  -7.2686  -0.0188
H  1.0181  1.1790  -4.6206  0.0748
C  -3.5099  -3.6810  -1.7926  -0.0428
C  -4.6399  -3.7890  -1.0546  -0.0290
C  -5.7619  -3.1040  -1.5906  -0.2570
C  -5.6899  -2.2340  -2.7176  -0.0066
C  -4.4559  -2.1150  -3.3036  -0.0090
C  -3.2949  -2.7770  -2.8436  -0.3137
O  -2.1659  -2.7520  -3.6186  0.0519
O  -7.0449  -3.1650  -0.9486  0.0395
H  -2.4519  -4.2990  -1.7646  0.1767
H  -4.7319  -4.5130  -0.1086  0.1716
H  -6.5649  -1.9870  -3.2446  0.1111
H  -4.3399  -1.5580  -4.3026  0.1226
H  -2.1579  -2.2650  -4.3776  0.0241
H  -7.3759  -3.6740  -0.3066  0.0325
C  6.3401  -1.8250  2.8294  0.0127
C  5.2221  -1.5650  3.7144  -0.0240
C  3.9521  -1.2420  3.2754  -0.3105
C  3.7671  -1.2990  1.8054  0.0262
C  4.8671  -1.4400  0.9664  -0.0186
C  6.1721  -1.6530  1.4274  -0.3303
O  7.1311  -1.8060  0.5154  0.0761
O  2.9501  -0.8040  4.0384  0.0881
H  7.1841  -1.8920  3.4044  0.0721
H  5.5371  -1.4400  4.7394  0.1089
H  2.7501  -1.0190  1.4744  0.0902
H  4.5761  -1.3950  -0.0536  0.1038
H  8.0041  -1.9340  0.8384  0.0985
H  3.2311  -0.6800  4.8784  0.0634
C  -1.0399  -5.8640  2.1414  0.0132
C  -0.6089  -6.7070  1.0534  -0.0091
C  -0.1119  -6.0880  -0.1156  -0.3059
C  0.1371  -4.6780  -0.1186  -0.0062
C  -0.2689  -3.8560  0.9484  -0.0044
C  -0.7639  -4.4540  2.1134  -0.2752
O  -1.3369  -3.7120  3.1264  0.0633
O  0.5761  -6.6920  -1.1116  0.0936
H  -1.5349  -6.4540  2.9964  0.1332
H  -0.6819  -7.6990  1.1054  0.0556
H  0.7151  -4.2310  -0.9976  0.1334
H  -0.2109  -2.8350  1.0274  0.0684
H  -0.8379  -3.0750  3.4104  -0.0648
H  0.3331  -7.5150  -1.1466  0.0084
C  -1.6599  1.4190  -0.7596  -0.0776
C  -1.5179  0.2690  -1.4226  -0.0416
C  -0.4649  -0.5830  -1.0996  -0.2869
C  0.4761  -0.2820  -0.0736  0.0021
C  0.3121  0.9520  0.5254  -0.0139
C  -0.8469  1.7870  0.2684  -0.3128
O  -0.9819  3.0210  0.8174  0.0201
O  -0.2339  -1.7260  -1.8116  0.0348
H  -2.5839  1.9780  -1.0346  0.1525
H  -2.2689  -0.1190  -2.2166  0.1511
H  1.4211  -0.7460  0.0404  0.0873
H  1.0611  1.0320  1.2504  0.0828
H  -0.1849  3.0480  1.4374  0.1221
H  -1.0209  -1.8450  -2.2966  0.0277
C  -1.2649  0.5300  3.9914  0.0051
C  -2.2619  1.2430  4.7334  -0.0284
C  -2.8339  0.6120  5.8724  -0.3047
C  -2.2819  -0.6610  6.2874  -0.0277
C  -1.4089  -1.3930  5.4504  -0.0175
C  -0.8689  -0.8570  4.2284  -0.3262
O  0.0871  -1.5460  3.5964  0.0222
O  -3.6439  1.2560  6.7864  0.0075
H  -0.7249  1.0940  2.9554  0.1602
H  -2.5689  2.2940  4.4614  0.1233
H  -2.5649  -1.0010  7.3214  0.1209
H  -0.9929  -2.4200  5.8004  0.1466
H  0.9301  -1.1480  3.6494  0.0649
H  -4.2169  0.7360  7.3864  0.1184
C  4.9461  2.2140  3.0284  0.0277
C  4.2771  2.5840  1.8564  -0.0397
C  3.0991  3.2490  1.8994  -0.3503
C  2.4481  3.6000  3.0384  0.0029
C  3.0931  3.2810  4.3074  0.0149
C  4.2941  2.5900  4.2764  -0.3133
O  4.8641  2.1830  5.4624  0.0120
O  2.3891  3.5900  0.7194  -0.0218
H  5.7841  1.5870  2.8554  0.0998
H  4.7981  2.1870  0.9444  0.1385
H  1.5411  4.1140  3.1184  0.0932
H  2.5341  3.6840  5.1224  0.1063
H  4.8831  3.0020  5.9704  0.1026
H  3.1511  3.3370  0.0334  0.1318

Results
**LUMO energy**: 0.390 eV
**SMILES**: Oc1ccc(O)cc1.Oc1ccc(O)cc1.Oc1ccc(O)cc1.Oc1ccc(O)cc1.Oc1ccc(O)cc1.Oc1ccc(O)cc1.Oc1ccc(O)cc1.Oc1ccc(O)cc1.CO.CO.CO
**Multiplicity**: 1
**Energy**: -92746.017 eV



2 unconnected molecules or ions with the total composition C5H10N2, computed with ωB97M-V/def2-TZVPD.

Last column: Löwdin charge in e.
Geometry (Å):
C  1.4579  0.9127  -0.4318  -0.1137
N  1.0051  -0.2987  0.2339  -0.0378
C  1.6713  -0.7159  1.2741  -0.3180
C  1.5984  -2.0710  1.0260  0.1349
H  2.2820  -0.0996  1.9459  0.1154
H  2.5950  -2.5183  0.8852  0.0186
H  2.1826  0.6627  -1.2125  0.0863
H  1.9444  1.6097  0.2654  0.0801
H  0.6022  1.3847  -0.9147  0.0568
C  -2.1199  0.7394  0.4199  -0.1685
C  -1.6808  -0.5388  -1.4719  -0.0938
N  -1.9750  0.6019  -1.0193  -0.0970
H  -1.4131  1.4937  0.7755  0.0639
H  -1.9477  -0.1921  0.9745  0.0687
H  -3.1220  1.1155  0.6397  0.0710
H  -1.5642  -0.6654  -2.5474  0.0631
H  -1.5162  -1.4206  -0.8426  0.0701

Results
**LUMO energy (alpha / beta)**: -0.097 / -0.096 eV
**Multiplicity**: 1
**Energy**: -8321.582 eV



A molecular structure, C10H28ClINOP2Ti at a distorted geometry, computed with ωB97M-V/def2-TZVPD.

Last column: Löwdin charge in e.
Geometry (Å):
C  1.0457  -2.1406  -1.1007  -0.1778
I  -2.6394  -2.6017  -0.9594  0.5160
H  2.1020  -1.8091  -0.9950  0.0580
H  1.0246  -3.2746  -0.9995  0.1161
H  0.5430  -1.3211  -0.4069  -0.0044
Ti  -0.1627  2.0924  -0.0835  0.7910
P  0.2418  -0.8947  -2.4718  0.8271
C  -0.5750  -2.4156  -2.9723  -0.4269
C  -0.5342  0.3428  -3.7395  -0.1437
H  -0.5714  -0.3551  -4.5898  0.0651
H  1.3836  -1.1764  -4.3719  0.0509
H  0.1048  1.2037  -3.9665  0.0399
H  2.2339  0.1784  -3.4845  0.0535
H  -1.7257  -2.1224  -2.7758  -0.1447
H  -1.5211  0.6890  -3.4549  0.0468
C  1.8147  -0.8442  -3.4152  -0.2324
H  -0.3717  -2.4187  -4.0227  0.0457
H  2.5670  -1.5309  -2.9871  0.0568
H  -0.3516  -3.2792  -2.3475  0.0026
P  0.8715  2.7622  1.9209  0.8049
C  0.1559  2.2162  3.5041  -0.1998
C  2.6138  3.1915  1.9421  -0.2102
H  0.2158  4.6302  0.3685  0.0403
H  -0.1420  4.9442  2.1312  0.1023
H  -1.2210  3.8539  1.1092  0.0598
C  -0.1840  4.2096  1.3005  -0.2401
H  2.9335  3.4509  0.9293  0.0467
H  2.8371  4.0118  2.6253  0.0785
H  0.4250  2.7864  4.3803  0.0716
H  0.4478  1.1786  3.6493  0.0604
H  3.1779  2.2794  2.1789  0.0776
H  -0.9305  2.2153  3.4962  0.0614
Cl  1.3937  2.9105  -1.6939  0.0590
C  -0.3364  -2.6150  1.2645  -0.1517
N  -1.2922  -1.7172  1.9371  -0.1369
C  -2.4781  -2.4117  2.4956  -0.0435
C  -1.4292  -0.3963  1.5853  -0.2112
O  -0.7450  0.3297  0.7578  -0.2540
H  -0.5032  -3.6270  1.6854  0.1148
H  0.6884  -2.3187  1.4987  0.1028
H  -0.6145  -2.6164  0.1936  -0.1206
H  -2.7875  -1.9404  3.4211  0.1053
H  -3.2595  -2.3447  1.7452  0.0119
H  -2.2105  -3.4184  2.6420  0.0815
H  -2.2353  0.1131  2.0761  0.1497

Results
**LUMO energy (alpha / beta)**: -8.850 / -8.421 eV
**Multiplicity**: 2
**Expectation value of S²**: 0.76
**Energy**: -76656.292 eV
**Net charge**: +2



> Look up the multiplicity of the third one.

1



> Among the records above, which one has the highest energy?

C5H10N2



> Which formula does entry 1 have?

Cl2H3PSi



> What is the multiplicity in the fourth record?

1